Record 1
# C13H41NO8

C13H41NO8 as an isolated structure at a distorted geometry (ωB97M-V/def2-TZVPD, OMol25).

XYZ file:
```
63
Properties=species:S:1:pos:R:3:mulliken_charge:R:1
H -2.102 -1.350 0.325 -0.097
H -3.437 3.814 0.001 0.403
H 6.438 -0.699 0.884 0.373
H -1.133 0.625 -1.620 0.201
C -3.665 -0.070 -0.304 1.646
H -4.625 -1.971 -0.474 0.409
H -1.142 -1.664 2.162 0.416
O 1.101 1.122 -1.752 -0.585
H -5.058 1.244 -1.226 0.356
H 0.045 -0.675 1.280 -0.508
H -0.989 -2.088 0.512 0.717
H 2.930 -0.366 -1.867 0.824
H -5.802 -0.799 0.226 0.375
H 2.962 -0.442 0.002 0.305
H 1.730 0.438 0.971 0.906
C -1.149 0.180 -0.625 -0.288
H 1.334 -0.625 -0.419 0.982
H -5.010 2.253 0.610 0.351
H -4.502 -0.206 -2.210 0.449
H 4.777 -2.336 -2.031 0.389
C -4.751 -1.068 0.123 -2.061
H 2.515 -2.230 0.556 0.574
O 0.497 -2.609 1.678 -0.770
H -3.547 1.214 -2.053 0.319
C 4.663 -0.617 1.238 -0.535
H 4.474 -1.654 1.515 0.346
H 5.020 -0.608 -2.479 0.362
C 4.486 -1.304 -1.832 -0.718
H 0.256 0.881 -2.131 0.316
H 2.853 -2.310 -1.174 0.403
H 3.568 -3.486 -0.546 0.328
H 2.345 1.256 -1.776 0.366
H -2.393 -1.544 -1.277 0.560
H -0.216 1.779 0.343 0.986
H -2.621 2.811 -1.097 0.343
C -2.350 -0.739 -0.543 -1.723
H 4.440 -0.579 0.171 0.673
H -1.476 2.984 2.626 0.350
H -0.778 0.724 1.421 0.492
H -3.166 3.238 2.432 0.418
C -2.575 3.150 -0.062 -1.655
H -4.474 -1.466 1.099 0.468
H 4.794 -1.009 -0.829 0.149
O 3.096 -1.312 -1.868 -0.724
O 2.194 -1.605 1.209 -0.725
H -2.511 1.623 3.028 0.408
N -3.587 1.006 0.766 0.159
H 1.298 -2.405 1.189 0.283
H -1.735 3.834 -0.180 0.413
H 0.997 0.963 -0.814 -0.067
H -0.190 -0.315 -0.473 0.351
C -0.427 -1.656 1.339 -0.052
O 5.937 -0.150 1.492 -0.543
H 3.896 0.024 1.673 0.303
C -2.397 2.470 2.350 -2.016
O 3.158 0.819 -1.525 -0.623
C 1.972 -0.490 0.455 -2.534
O 2.922 -2.806 -0.358 -0.677
C -1.123 1.195 0.501 -0.724
H 3.715 1.522 -1.189 0.208
O -4.826 1.505 1.185 -0.489
C -4.239 0.579 -1.501 -1.938
C -2.415 1.999 0.873 1.370
```

Values from the calculation:
Orbital gap in eV: 7.8
LUMO in hartree: 0.006
Energy above the lowest of the compared OMol25 structures with the same formula, charge and spin in kJ/mol: 1146.6
Highest occupied orbital energy in eV: -7.60

=====

Record 2
# AgF2H8O4

AgF2H8O4 as an isolated structure (ωB97M-V/def2-TZVPD, OMol25).

XYZ file:
```
15
Properties=species:S:1:pos:R:3:mulliken_charge:R:1
O -13.153 -16.916 -19.924 -0.312
H -16.657 -15.047 -18.399 0.289
O -17.225 -16.821 -21.935 -0.417
H -17.642 -17.686 -21.985 0.300
Ag -15.371 -16.572 -20.604 0.655
F -15.639 -18.489 -19.804 -0.722
H -12.367 -17.201 -20.395 0.264
F -15.176 -14.582 -21.109 -0.722
O -16.499 -15.918 -18.772 -0.397
H -13.844 -17.385 -23.274 0.259
H -16.560 -16.546 -18.047 0.322
H -12.874 -16.782 -19.014 0.263
H -17.441 -16.373 -22.757 0.288
H -14.596 -18.517 -22.560 0.316
O -14.403 -17.576 -22.516 -0.386
```

Values from the calculation:
Expectation value of S²: 0.752
Orbital gap (alpha / beta) in eV: 9.6 / 8.9
Spin multiplicity: 2
LUMO (alpha / beta) in hartree: 0.008 / -0.037
Energy above the lowest of the compared OMol25 structures with the same formula, charge and spin in kJ/mol: 0.0
Highest occupied orbital energy (alpha / beta) in eV: -9.36 / -9.89

=====

Record 3
# C12H11N3O4S

One molecule with the formula C12H11N3O4S at a distorted geometry (ωB97M-V/def2-TZVPD, OMol25).

XYZ file:
```
31
Properties=species:S:1:pos:R:3:mulliken_charge:R:1
C 0.015 -0.183 3.066 0.274
C -1.345 -0.675 3.343 0.533
C 2.551 0.854 2.418 -0.442
O -3.135 0.066 -1.843 -0.354
O 1.057 0.082 -3.679 -0.391
H 3.087 0.205 -4.320 0.239
H -3.142 0.446 -3.891 0.300
O -2.084 0.017 4.032 -0.598
H -4.668 0.855 -3.152 0.249
H 2.767 0.658 -2.687 0.299
H 3.569 1.164 2.333 0.374
H -2.627 -2.020 3.038 0.344
H 2.734 -1.105 -3.150 0.292
C -0.145 -1.393 -0.699 0.607
C 2.507 -0.076 -3.421 -0.642
H 2.055 2.257 4.055 0.475
C 0.521 0.926 3.762 -0.334
N -1.324 -0.885 -0.687 -0.396
O -1.665 -1.913 2.905 -0.388
S 0.421 -2.146 0.816 -0.181
C 1.790 1.433 3.495 -0.641
C 0.263 -0.322 -2.654 0.558
H 2.818 -0.510 0.897 0.430
C -1.702 -0.118 -1.681 0.523
C 2.079 -0.151 1.596 -0.462
C 0.785 -0.706 1.868 0.074
H -0.101 1.491 4.486 0.363
N -0.973 -0.004 -2.738 -0.334
H -3.273 1.905 -2.874 0.286
N 0.740 -1.039 -1.641 -0.424
C -3.574 0.888 -2.994 -0.633
```

Values from the calculation:
Orbital gap in eV: 8.7
LUMO in hartree: -0.011
Energy above the lowest of the compared OMol25 structures with the same formula, charge and spin in kJ/mol: 51.6
SMILES: COc1nc(OC)nc(Sc2ccccc2C(=O)O)n1
Highest occupied orbital energy in eV: -9.03

=====

Record 4
# C5H7NO

One molecule with the formula C5H7NO (ωB97M-V/def2-TZVPD, OMol25).

XYZ file:
```
14
Properties=species:S:1:pos:R:3:mulliken_charge:R:1
H 1.613 -1.819 -0.502 0.383
H 1.508 -0.672 2.116 0.386
O -0.005 0.682 2.191 -0.062
N -1.530 0.940 -1.042 -0.514
C -1.056 1.358 1.336 -1.269
H 0.703 -1.033 -1.789 0.345
H -1.063 0.665 -1.893 0.232
H -1.908 1.875 -1.113 0.238
H -0.144 -2.065 -0.627 0.314
C -0.810 0.737 0.138 0.643
C 0.733 -0.135 1.574 -0.247
C 0.660 -1.333 -0.738 -1.310
H 1.130 0.699 -0.164 0.161
C 0.435 -0.110 0.141 0.702
```

Values from the calculation:
Orbital gap (alpha / beta) in eV: 7.5 / 7.5
LUMO (alpha / beta) in hartree: -0.005 / -0.005
Energy above the lowest of the compared OMol25 structures with the same formula, charge and spin in kJ/mol: 428.1
Highest occupied orbital energy (alpha / beta) in eV: -7.60 / -7.60

=====

Record 5
# C4H9N2O

An isolated ion of composition C4H9N2O and charge +1 at a distorted geometry (ωB97M-V/def2-TZVPD, OMol25).

XYZ file:
```
16
Properties=species:S:1:pos:R:3:mulliken_charge:R:1
C -0.545 0.806 1.071 -0.370
H 2.952 -0.973 0.138 0.352
H -1.620 -1.482 -2.509 0.258
H -0.962 1.625 1.660 0.336
C -1.039 -0.514 -0.852 -0.342
O 0.608 1.352 0.376 -0.251
H 2.260 1.153 -0.650 0.417
H -2.823 -0.430 -1.867 0.197
N -1.456 0.378 0.062 -0.109
H -2.294 0.943 -0.074 0.275
N -1.880 -0.809 -1.807 -0.202
C 2.016 -0.657 0.586 -1.070
H 1.258 -1.424 0.421 0.345
H 2.148 -0.593 1.671 0.399
H -0.229 -0.017 1.719 0.344
C 1.605 0.643 0.056 0.420
```

Values from the calculation:
Orbital gap in eV: 7.6
Total charge: +1
LUMO in hartree: -0.191
Energy above the lowest of the compared OMol25 structures with the same formula, charge and spin in kJ/mol: 327.7
Highest occupied orbital energy in eV: -12.82

=====

Repeat the fourth record exactly.
# C5H7NO

One molecule with the formula C5H7NO (ωB97M-V/def2-TZVPD, OMol25).

XYZ file:
```
14
Properties=species:S:1:pos:R:3:mulliken_charge:R:1
H 1.613 -1.819 -0.502 0.383
H 1.508 -0.672 2.116 0.386
O -0.005 0.682 2.191 -0.062
N -1.530 0.940 -1.042 -0.514
C -1.056 1.358 1.336 -1.269
H 0.703 -1.033 -1.789 0.345
H -1.063 0.665 -1.893 0.232
H -1.908 1.875 -1.113 0.238
H -0.144 -2.065 -0.627 0.314
C -0.810 0.737 0.138 0.643
C 0.733 -0.135 1.574 -0.247
C 0.660 -1.333 -0.738 -1.310
H 1.130 0.699 -0.164 0.161
C 0.435 -0.110 0.141 0.702
```

Values from the calculation:
Orbital gap (alpha / beta) in eV: 7.5 / 7.5
LUMO (alpha / beta) in hartree: -0.005 / -0.005
Energy above the lowest of the compared OMol25 structures with the same formula, charge and spin in kJ/mol: 428.1
Highest occupied orbital energy (alpha / beta) in eV: -7.60 / -7.60